No. 1
30
Properties=species:S:1:pos:R:3:forces:R:3 method="wB97M-V/def2-TZVPD" relative_energy_kcal_mol=53.3 lumo_energy_ev=-4.27 charge=+1 gap_ha=0.2802 homo_energy_ev=-11.892
C -4.847702 -0.324941 0.047252 1.07 -1.31 0.28
C -3.647341 -0.933279 0.172900 -0.87 -0.13 -0.07
C -2.099424 0.849862 -0.716104 -0.54 1.02 -1.84
C -2.373928 -0.413447 -0.383570 -1.09 -0.92 2.47
C -0.721394 1.029099 -0.716752 2.07 -0.20 1.26
C -0.020853 2.249634 -0.985784 0.13 1.63 -0.38
C -0.909368 -1.924782 1.245086 -0.37 -0.33 -0.86
C 4.797352 0.750200 -0.043018 -4.85 1.38 -0.36
C -1.075560 -1.122903 -0.094774 -0.18 -0.06 0.33
N 2.731694 -0.598751 0.678140 1.16 -3.37 -1.92
N 3.374166 0.182517 -0.288946 1.01 1.38 -0.35
N -0.088082 -0.012999 -0.285970 -4.42 -2.06 -0.23
H -5.735780 -0.625525 0.562532 -0.08 -0.64 0.50
H -5.086473 0.449170 -0.617122 0.36 1.29 -0.92
H -3.585453 -1.826017 0.838304 0.04 0.87 -0.70
H -2.650445 1.684649 -1.114606 -0.89 -0.18 0.44
H 1.009080 2.330457 -0.750334 1.23 -0.94 -0.02
H -0.380233 3.065416 -0.383783 -0.97 0.42 0.05
H -0.167184 2.478024 -2.024164 -0.06 0.51 -0.60
H -1.765363 -2.657900 1.497490 1.66 0.83 -1.05
H 0.115736 -2.383255 1.164261 -1.25 0.15 0.56
H -0.982611 -1.218490 2.048309 0.43 0.44 0.57
H 4.751132 1.055136 1.005087 0.16 0.63 -0.33
H 5.620431 0.166854 -0.152434 2.17 -2.41 -0.61
H 4.799469 1.556210 -0.803460 0.49 -0.04 0.95
H -0.951653 -1.809823 -0.928935 0.26 -0.29 -0.25
H 2.631581 -0.177711 1.552788 0.14 1.25 1.42
H 3.145516 -0.135491 -1.239426 0.55 0.06 0.90
H 0.830687 -0.186022 -0.091568 3.64 -0.16 0.53
H 3.282017 -1.495901 0.808605 -1.02 1.18 0.21

***

No. 2
30
Properties=species:S:1:pos:R:3:forces:R:3 method="wB97M-V/def2-TZVPD" relative_energy_kcal_mol=130.7 lumo_energy_ev=3.51 charge=-1 gap_ha=0.2012 homo_energy_ev=-1.969
C -1.448643 -0.185675 -2.361012 0.24 -1.27 -2.27
C -0.205992 -1.077359 -2.358024 1.28 2.73 2.09
C -2.208213 -0.254867 -1.049786 1.71 -0.46 -0.29
C 0.673974 -0.590645 -1.121996 -0.29 -3.02 -4.00
C -1.322262 0.464131 -0.036360 0.07 0.42 -0.41
C 0.080719 0.082688 -0.181735 2.22 3.35 1.31
C 2.044988 -0.065879 1.608885 1.80 -0.80 -1.09
C 0.597099 1.954259 1.558239 2.26 1.86 -0.26
C 1.179383 0.868521 0.718535 -0.56 -2.89 -0.06
N -0.548473 -1.748205 2.012748 -0.55 0.58 1.04
O -1.581207 -0.754232 2.156619 0.22 -0.47 1.24
O 2.049524 1.499094 -0.161711 2.96 -0.87 -2.74
H -0.994207 0.820439 -2.517868 -0.99 -0.31 -0.16
H -2.048459 -0.573310 -3.268394 0.43 1.10 1.13
H -0.421470 -2.082403 -2.264485 -0.67 -2.35 0.14
H 0.373688 -0.938086 -3.258023 0.20 0.09 -0.46
H -3.120107 0.221952 -1.202959 -1.76 1.10 0.10
H -2.471558 -1.301564 -0.836052 0.40 0.13 0.34
H -1.354068 0.044366 1.085360 -1.71 -0.07 0.26
H 1.744478 -0.890714 -1.259665 -0.87 0.42 0.79
H -1.506624 1.577856 -0.111789 0.46 -1.05 0.26
H 0.219556 -1.242162 1.578618 -0.38 -0.99 -0.47
H 2.735509 -0.876614 1.090519 -2.32 0.78 0.37
H 1.492402 -0.463937 2.469870 0.66 0.15 -0.09
H 2.921089 0.547325 1.820226 -0.34 0.59 1.14
H -0.263710 1.648683 2.056992 -1.78 -0.44 0.51
H 1.341255 2.200153 2.424540 -1.05 0.17 -1.82
H 0.442234 2.772194 0.762221 -0.01 -0.63 1.87
H -0.958029 -2.439294 1.400104 0.43 -0.11 -0.58
H 2.557123 0.783286 -0.753618 -2.05 2.28 2.08

***

No. 3
30
Properties=species:S:1:pos:R:3:forces:R:3 method="wB97M-V/def2-TZVPD" relative_energy_kcal_mol=126.5 lumo_energy_ev=-3.54 charge=+1 gap_ha=0.3399 homo_energy_ev=-12.791
C 0.979077 2.296307 0.559275 0.67 0.14 1.13
C 1.270542 1.120637 0.510654 -1.25 -4.17 -2.80
C 2.443962 4.292888 0.633631 -0.55 1.38 -1.25
C -1.254426 -3.126712 -1.346426 0.07 2.14 -3.53
C -2.739860 -0.917818 0.782926 0.61 -0.01 -0.88
C 1.081216 3.667858 1.006677 0.83 0.91 -5.23
C -0.537619 -2.850729 -0.080140 -0.43 1.32 -0.95
C -1.438651 -0.382864 0.115223 -2.38 1.01 -0.67
C 0.912799 -0.712295 -0.518127 2.22 2.70 1.82
N -0.274560 -1.199537 0.210109 1.81 -3.97 2.87
O 0.682276 -0.500678 -1.841478 -0.44 -0.41 1.61
O 1.947633 -1.513349 -0.111260 -0.97 0.04 -0.63
H 2.758308 4.376284 -0.454523 -0.75 -0.79 1.23
H 2.429333 5.328580 0.938301 -0.34 0.55 0.13
H 3.216174 3.925147 1.221701 1.56 -1.26 0.77
H -0.621531 -2.649267 -2.270725 -1.79 -1.30 2.07
H -1.299837 -4.191996 -1.499594 0.31 -0.51 -0.01
H -2.335553 -2.808388 -1.432084 1.31 0.08 0.26
H -2.921937 -1.990911 0.546124 0.14 0.79 0.71
H -2.750440 -0.624084 1.841925 -0.03 -0.69 -0.23
H -3.571884 -0.393081 0.309438 0.10 0.09 0.07
H 0.380750 4.265190 0.407830 -0.34 -0.12 0.35
H 0.869431 3.804608 1.978142 -0.73 0.25 3.52
H 0.401731 -3.376082 -0.159724 0.49 0.51 0.74
H -1.187107 -3.198075 0.689247 0.17 0.15 1.27
H -1.225419 0.592316 0.493220 0.53 0.51 0.85
H -1.530651 -0.115620 -0.925305 -0.57 -0.57 -0.64
H 0.020109 -1.298479 1.276785 -0.32 0.71 -2.71
H 1.487366 -0.490933 -2.371934 0.23 0.12 0.13
H 2.808767 -1.328917 -0.509889 -0.17 0.39 -0.01

***

No. 4
29
Properties=species:S:1:pos:R:3:forces:R:3 method="wB97M-V/def2-TZVPD" relative_energy_kcal_mol=25.9 lumo_energy_ev=0.80 charge=0 smiles="CC(C)(C)[P@]1(=N)C=CCCC1" gap_ha=0.3341 homo_energy_ev=-8.292
C -2.734514 -0.358671 0.015409 0.72 0.16 -0.85
C -1.844116 -0.613028 -0.920426 4.16 -0.66 0.48
C -2.365238 -0.261827 1.454466 -0.59 0.31 1.91
C -1.216640 -1.227974 1.930344 -0.62 0.93 1.87
C 0.234598 -1.069483 1.369014 0.29 -1.86 2.03
C 0.480525 1.860633 0.106660 -2.87 -2.89 0.51
C 2.507224 0.633797 -0.236275 1.05 -0.38 -3.31
C 1.075005 1.086605 -2.339315 0.17 1.94 0.80
C 1.025917 0.782986 -0.782042 2.33 0.90 -0.59
N 1.014719 -1.876977 -1.340588 -0.44 0.68 0.50
P 0.223920 -0.840959 -0.452349 -1.49 0.03 -1.31
H -3.738523 -0.221682 -0.341408 -0.67 0.04 0.39
H -1.917276 -0.829361 -1.984205 -0.55 0.29 0.21
H -2.127764 0.844863 1.797326 -0.63 -2.12 -0.67
H -3.300121 -0.650815 2.021087 1.48 1.04 -0.55
H -1.328663 -1.203617 3.089378 1.01 0.46 -1.70
H -1.518861 -2.233515 1.816073 -0.62 -1.16 -0.93
H 0.768126 -0.419879 2.127952 -0.19 -0.20 -1.64
H 0.810201 -2.108081 1.455821 -1.29 2.02 -0.06
H 0.634283 1.463878 1.120707 -0.08 0.88 -0.01
H 0.931558 2.765468 -0.065777 0.99 2.24 -0.24
H -0.618049 1.875087 -0.046929 0.37 0.65 0.13
H 3.028011 -0.228199 -0.802938 -0.82 0.96 1.52
H 2.473416 0.603164 0.828068 0.39 -0.61 0.75
H 3.160974 1.518672 -0.529681 -1.17 -0.66 0.36
H 0.171797 1.691298 -2.682909 0.60 -1.63 0.27
H 1.907429 1.804026 -2.719378 -0.85 -1.33 1.28
H 1.277574 0.087551 -2.690132 -0.42 -0.05 -1.30
H 0.984490 -2.873963 -1.197954 -0.29 0.02 0.13

***

No. 5
30
Properties=species:S:1:pos:R:3:forces:R:3 method="wB97M-V/def2-TZVPD" relative_energy_kcal_mol=43.0 lumo_energy_ev="-2.95 / -2.95" charge=+1 gap_ha="0.2555 / 0.2555" homo_energy_ev="-9.906 / -9.905"
C -1.402350 0.427171 1.059233 -1.66 -0.17 -0.26
C -1.882313 -0.576543 0.302955 0.24 -1.16 -0.07
C 0.299822 -1.082688 1.524871 -1.01 2.56 -0.44
C -0.102770 0.279367 1.665019 1.89 0.14 0.61
C -0.039217 3.959425 2.088376 2.17 -0.59 -0.52
C 2.172278 -2.417421 -1.358743 -2.03 -1.46 -2.51
C 0.147739 0.058465 -2.485955 -1.56 -5.00 -2.60
C -0.798127 -2.937924 -2.862867 0.01 1.72 1.86
C 0.646324 1.408085 2.194001 -1.41 -1.46 -0.79
N -0.123210 2.573836 2.690224 -1.50 -0.21 2.14
Si 0.397811 -1.756758 -1.873352 -0.22 -0.06 1.36
S -0.687468 -1.916648 0.396118 -0.45 0.30 -1.06
H -2.086682 1.221177 1.300913 0.02 0.61 -0.22
H -2.876166 -0.781219 -0.184519 1.34 0.55 0.68
H 1.246942 -1.456585 1.738659 1.32 -0.65 0.43
H 0.212963 4.675959 2.854945 -0.11 0.11 0.30
H 0.794884 3.987290 1.333150 -0.98 -0.33 0.74
H -0.960701 4.196453 1.638591 -1.04 0.30 -0.61
H 2.195066 -3.412294 -1.944997 0.30 1.36 0.98
H 3.041359 -1.851691 -1.600450 0.40 0.71 -0.63
H 2.266082 -2.633656 -0.333515 -0.29 -0.40 1.38
H 0.500036 -0.054580 -3.542200 -0.06 0.44 0.61
H -0.929331 0.181645 -2.563957 -0.07 0.31 0.16
H 0.621618 0.790914 -2.006722 1.90 2.88 1.98
H -1.204428 -3.871099 -2.445639 0.61 0.38 -0.06
H -1.630166 -2.263049 -3.101272 -0.04 -0.23 0.00
H -0.255429 -3.050274 -3.752836 0.59 -0.76 -1.56
H 1.591938 1.318378 2.692297 0.16 -0.16 0.02
H -1.115276 2.318631 2.853462 0.17 -0.01 -1.42
H -0.041230 2.665632 3.724209 1.31 0.23 -0.52

***

No. 6
36
Properties=species:S:1:pos:R:3:forces:R:3 method="wB97M-V/def2-TZVPD" lumo_energy_ev="0.30 / -1.47" charge=0 multiplicity=2 gap_ha="0.2467 / 0.1575" homo_energy_ev="-6.412 / -5.753"
Na -0.010862 0.279395 -0.282861 0.09 -0.08 -0.99
C 2.248886 0.524050 1.721784 0.39 0.71 -1.62
O 2.251918 0.932467 0.368256 -0.41 -0.49 0.79
H 2.682635 -0.475649 1.745610 -0.12 -0.34 0.12
H 2.995621 1.155497 2.203208 -0.08 0.13 0.50
H 1.255202 0.579271 2.166340 0.06 -0.14 0.29
C 0.668146 -2.061358 -2.921598 1.19 1.54 1.25
O 0.780482 -0.879233 -2.168695 -1.13 -0.28 0.87
H -0.310161 -2.516570 -3.075827 -0.71 0.48 -0.41
H 1.217948 -1.820773 -3.831502 -0.26 -0.81 -0.73
H 1.177293 -2.871186 -2.399056 0.66 -0.56 0.01
C 0.665284 -4.790472 0.149570 -1.08 0.48 1.27
C -0.110797 -4.132970 1.373103 1.02 -1.67 -1.36
C 0.685047 -3.458108 2.467666 3.12 -4.01 -1.26
O 0.150535 -2.278145 2.629281 -2.90 4.50 0.97
C -0.694074 -2.041387 1.586642 -0.51 7.00 3.17
O -1.206837 -0.940715 1.401952 1.01 -0.93 0.35
O -0.907869 -3.023111 0.907753 -0.83 -5.48 -3.58
H 1.408145 -5.541744 0.417623 -0.12 0.05 0.60
H 1.192143 -4.055211 -0.458634 -0.43 0.15 -0.10
H -0.132043 -5.326777 -0.364970 0.31 0.22 -0.62
H -0.769719 -4.890540 1.797385 -0.29 0.17 -0.16
H 1.679720 -3.231442 2.083789 0.68 -0.89 0.25
H 0.695873 -4.123091 3.331251 0.20 0.46 0.34
C -0.154776 5.095710 -2.447159 -1.30 0.67 0.25
O -0.075532 3.800144 -1.736310 -1.86 0.22 1.21
C -1.078813 3.540569 -0.743675 0.19 -1.26 -0.60
O -1.335761 2.457557 -0.214886 1.73 1.56 -1.41
O -1.786468 4.611747 -0.488824 0.10 1.81 0.84
C -2.825402 4.711387 0.514700 -1.86 -0.64 -0.40
H -0.273707 5.947002 -1.776891 0.52 -0.30 0.41
H -1.041128 5.216837 -3.069898 -0.48 -0.88 0.15
H 0.608450 5.346745 -3.183754 0.84 -1.12 0.69
H -2.893630 4.070695 1.393886 1.28 -0.58 -0.35
H -3.750154 4.482162 -0.014805 -0.05 -0.05 -0.13
H -3.005595 5.707245 0.919546 1.05 0.35 -0.63

***

No. 7
28
Properties=species:S:1:pos:R:3:forces:R:3 method="wB97M-V/def2-TZVPD" lumo_energy_ev=0.80 charge=0 smiles=CC(C)[C@@]1(S)[C@@H](C)C1(C)C gap_ha=0.3492 homo_energy_ev=-8.705
C 0.434107 -1.278389 -0.398501 -1.03 -0.85 2.26
C 0.192033 -0.902100 1.133809 -0.19 1.32 -2.53
C -0.528392 -0.161926 -0.116613 0.10 -0.23 1.23
C 1.716926 -1.020729 -1.125307 0.50 -0.58 0.62
C -0.647822 -1.836354 1.968189 1.55 -0.57 0.54
C 1.251739 -0.188038 1.958482 -0.37 -2.40 2.52
C -0.415496 1.316623 -2.185451 -1.88 0.24 -1.23
C -1.102766 2.297235 0.089012 1.03 1.63 -0.67
C -0.312256 1.275683 -0.651517 3.67 -0.70 -0.35
S -2.295429 -0.613074 -0.232743 0.55 0.22 -1.73
H -0.118663 -2.224953 -0.520404 0.67 0.35 -0.60
H 2.546436 -0.765515 -0.467436 -0.01 0.02 0.15
H 1.550664 -0.204405 -1.760762 0.19 1.23 -0.92
H 2.075928 -1.816891 -1.765006 -0.22 -0.48 0.06
H -1.462467 -2.296495 1.453824 -0.68 0.09 -0.23
H -0.943061 -1.279335 2.859648 -0.38 -0.31 0.04
H -0.019361 -2.706657 2.291960 -0.26 0.75 -0.02
H 0.770675 0.391142 2.865157 1.12 -1.03 -1.85
H 1.914037 0.379715 1.386764 0.74 1.47 -0.86
H 1.981046 -1.040287 2.382828 -1.66 1.75 -0.48
H -1.540616 1.340452 -2.449773 1.66 -0.01 0.07
H 0.027158 0.426834 -2.702616 -0.44 0.76 0.55
H 0.052437 2.236745 -2.653416 -0.54 -0.94 0.75
H -0.381180 2.988048 0.580470 -0.78 -0.07 -0.38
H -1.632542 1.823336 0.855886 -1.31 -0.37 1.01
H -1.719731 2.822576 -0.647864 -0.28 0.19 0.68
H 0.775932 1.650264 -0.533060 -1.16 -1.35 0.33
H -2.169337 -0.613504 -1.615560 -0.61 -0.13 1.05

***

Question: What is the charge in the fifth record?
Answer: +1